# 1
C28H27N2PtTe | the ωB97M-V functional and the def2-TZVPD basis

Computed properties:
ΔE to the lowest compared entry with this formula, charge and spin   7.4 kJ/mol
Charge   -1
LUMO level   2.15 eV
E_HOMO   -3.65 eV
Frontier orbital gap   5.80 eV
Electronic energy   -1580.0773 a.u.

Last column: Mulliken charge in e.
Cartesian coordinates (Å):
Pt (0.199, -0.923, 0.549)  0.245
C (4.903, -2.899, -1.985)  -0.391
C (3.642, -2.470, -2.380)  -0.886
C (2.671, -2.191, -1.433)  -0.219
C (2.952, -2.354, -0.081)  0.238
C (4.212, -2.790, 0.318)  -0.350
C (5.182, -3.055, -0.635)  -0.531
N (1.920, -2.084, 0.862)  0.722
N (2.079, -2.614, 1.990)  -0.662
C (0.981, -2.432, 2.820)  0.501
C (1.064, -2.941, 4.119)  -0.292
C (-0.011, -2.806, 4.972)  -0.540
C (-1.155, -2.147, 4.516)  -0.654
C (-1.223, -1.632, 3.229)  -0.373
C (-0.169, -1.773, 2.320)  -0.214
H (5.667, -3.102, -2.725)  0.361
H (3.416, -2.339, -3.430)  0.372
H (1.687, -1.843, -1.723)  0.589
H (4.413, -2.909, 1.373)  0.408
H (6.167, -3.382, -0.324)  0.341
H (1.982, -3.428, 4.427)  0.411
H (0.028, -3.197, 5.981)  0.328
H (-2.007, -2.038, 5.177)  0.388
H (-2.125, -1.114, 2.928)  0.216
C (-1.673, -0.092, 0.252)  -1.199
C (-2.093, -0.931, -0.906)  0.125
C (-2.758, -2.149, -0.743)  -0.214
C (-3.035, -2.977, -1.822)  -0.687
C (-2.652, -2.614, -3.105)  -0.411
C (-1.998, -1.400, -3.291)  -0.520
C (-1.729, -0.575, -2.213)  0.136
H (-2.359, -0.189, 1.095)  0.583
H (-1.609, 0.955, -0.040)  0.380
H (-3.041, -2.454, 0.260)  0.309
H (-3.546, -3.920, -1.659)  0.353
H (-2.858, -3.264, -3.946)  0.365
H (-1.691, -1.098, -4.286)  0.387
H (-1.210, 0.363, -2.362)  -0.076
C (-2.511, 6.021, 0.002)  -1.478
C (-1.581, 4.851, -0.190)  0.647
C (-1.030, 4.181, 0.889)  -1.029
C (-0.162, 3.101, 0.728)  1.277
C (0.420, 2.459, 1.958)  -1.450
C (0.161, 2.658, -0.561)  -0.634
Te (1.468, 0.997, -0.869)  -0.001
C (-0.372, 3.346, -1.667)  1.488
C (-0.049, 2.954, -3.088)  -1.481
C (-1.232, 4.422, -1.465)  -0.992
H (-2.782, 6.138, 1.052)  0.344
H (-3.431, 5.893, -0.571)  0.334
H (-2.047, 6.953, -0.329)  0.309
H (-1.279, 4.502, 1.897)  0.194
H (0.082, 2.974, 2.859)  0.379
H (1.511, 2.484, 1.919)  0.307
H (0.144, 1.404, 2.022)  0.032
H (-0.412, 1.949, -3.310)  0.266
H (1.028, 2.931, -3.258)  0.301
H (-0.503, 3.655, -3.790)  0.372
H (-1.641, 4.936, -2.330)  0.277

# 2
C28H27N3O4S | the ωB97M-V functional and the def2-TZVPD basis

Computed properties:
ΔE to the lowest compared entry with this formula, charge and spin   0.0 kJ/mol
LUMO level   0.40 eV
E_HOMO   -8.45 eV
Frontier orbital gap   8.85 eV
Electronic energy   -1946.6563 a.u.

Last column: Mulliken charge in e.
Cartesian coordinates (Å):
C (3.008, 5.896, -3.127)  -1.555
C (2.404, 4.541, -2.913)  1.158
C (1.476, 4.024, -3.808)  -0.958
C (0.932, 2.768, -3.614)  -0.349
C (1.301, 1.995, -2.519)  -0.460
C (2.238, 2.503, -1.628)  -0.105
C (2.779, 3.760, -1.828)  -1.034
H (3.507, 4.141, -1.125)  0.388
H (2.561, 1.912, -0.788)  0.460
C (0.652, 0.653, -2.327)  0.509
N (-0.372, 0.691, -1.266)  1.027
C (-1.475, -0.073, -1.405)  1.054
O (-1.641, -0.796, -2.374)  -0.789
C (-2.533, 0.047, -0.307)  -1.362
N (-2.108, -0.477, 0.965)  0.247
C (-2.662, -1.585, 1.519)  0.655
O (-3.556, -2.222, 0.997)  -0.732
C (-2.109, -1.959, 2.831)  0.042
C (-2.532, -3.011, 3.594)  -0.385
C (-1.821, -3.140, 4.803)  -0.631
C (-0.865, -2.185, 4.948)  -0.345
S (-0.814, -1.108, 3.613)  0.010
H (-0.182, -2.043, 5.761)  0.455
H (-2.011, -3.908, 5.531)  0.419
H (-3.330, -3.659, 3.282)  0.513
H (-1.365, 0.006, 1.449)  -0.125
H (-3.395, -0.550, -0.620)  0.523
H (-2.827, 1.097, -0.198)  0.237
C (-0.064, 1.426, -0.086)  -1.321
C (0.686, 0.802, 0.907)  0.229
C (1.033, 1.491, 2.055)  -0.460
C (0.627, 2.806, 2.210)  -1.141
C (-0.116, 3.423, 1.222)  -0.715
C (-0.471, 2.752, 0.056)  1.483
C (-1.257, 3.463, -1.002)  -2.105
H (-1.610, 2.777, -1.767)  0.369
H (-0.627, 4.211, -1.483)  0.353
H (-2.110, 3.976, -0.563)  0.504
H (-0.425, 4.451, 1.344)  0.498
H (0.894, 3.352, 3.103)  0.423
H (1.616, 1.003, 2.819)  0.640
H (1.008, -0.219, 0.763)  0.224
C (1.622, -0.497, -1.982)  -0.020
O (2.727, -0.348, -1.508)  -0.659
N (1.074, -1.697, -2.253)  -0.083
H (0.102, -1.739, -2.545)  0.340
C (1.667, -2.931, -1.770)  -1.062
C (1.017, -3.356, -0.492)  0.609
C (1.407, -3.232, 0.810)  -0.640
C (0.353, -3.770, 1.589)  -0.110
C (-0.601, -4.167, 0.704)  -0.807
O (-0.208, -3.919, -0.554)  -0.350
H (-1.568, -4.608, 0.839)  0.509
H (0.321, -3.858, 2.655)  0.589
H (2.330, -2.820, 1.163)  0.505
H (1.539, -3.703, -2.532)  0.358
H (2.728, -2.739, -1.598)  0.372
H (0.115, 0.377, -3.243)  0.793
H (0.209, 2.386, -4.320)  0.385
H (1.175, 4.610, -4.664)  0.362
H (3.959, 5.798, -3.651)  0.293
H (3.199, 6.389, -2.177)  0.373
H (2.355, 6.524, -3.728)  0.391

# 3
C28H27N3SSiSn | the ωB97M-V functional and the def2-TZVPD basis

Computed properties:
ΔE to the lowest compared entry with this formula, charge and spin   0.0 kJ/mol
Charge   +2
LUMO level   -8.09 eV
E_HOMO   -13.69 eV
Frontier orbital gap   5.60 eV
Electronic energy   -2148.7386 a.u.

Last column: Mulliken charge in e.
Cartesian coordinates (Å):
C (0.515, 2.123, 0.818)  -1.227
C (-0.610, 1.956, -0.018)  -0.069
C (-1.614, 1.255, 0.702)  -1.083
H (-0.715, 2.333, -1.030)  0.735
C (-1.128, 1.020, 2.047)  -0.410
C (0.235, 1.531, 2.082)  -0.521
H (0.821, 1.623, 2.982)  0.791
H (1.420, 2.656, 0.552)  0.481
H (-2.638, 1.085, 0.387)  0.594
H (-1.734, 0.733, 2.911)  0.693
Sn (-0.066, -1.008, 1.316)  0.711
C (-0.814, -1.508, -1.263)  -1.116
H (-1.093, -0.471, -0.938)  0.232
H (0.062, -2.071, -0.947)  0.740
H (-1.703, -2.130, -1.419)  0.375
Si (0.129, -0.066, -3.504)  0.433
C (1.868, -0.171, -4.098)  0.686
C (2.700, 0.931, -3.814)  -0.160
H (2.225, 1.873, -3.519)  0.365
C (4.091, 0.816, -3.852)  -0.679
H (4.715, 1.672, -3.579)  0.374
C (4.679, -0.421, -4.156)  -0.429
H (5.774, -0.513, -4.166)  0.380
C (3.864, -1.497, -4.534)  -0.519
H (4.327, -2.449, -4.808)  0.376
C (2.467, -1.379, -4.496)  -0.597
H (1.851, -2.243, -4.749)  0.346
C (-1.246, 0.972, -4.128)  0.646
C (-0.986, 1.967, -5.084)  -0.535
H (-0.073, 1.921, -5.678)  0.415
C (-1.885, 3.022, -5.225)  -0.473
H (-1.651, 3.795, -5.960)  0.397
C (-3.039, 3.067, -4.430)  -0.512
H (-3.730, 3.894, -4.549)  0.397
C (-3.341, 2.035, -3.529)  -0.593
H (-4.258, 2.051, -2.931)  0.399
C (-2.468, 0.957, -3.415)  -0.442
H (-2.723, 0.155, -2.720)  0.368
H (0.420, 0.686, -2.271)  -0.192
H (-0.373, -1.273, -2.906)  -0.011
N (-0.683, -2.056, 5.384)  -0.062
C (0.606, -1.565, 5.641)  0.452
C (1.227, -1.163, 6.821)  -0.842
C (2.411, -0.409, 6.712)  -0.481
C (2.953, -0.046, 5.464)  -0.675
C (2.318, -0.452, 4.281)  -0.558
C (1.149, -1.212, 4.405)  0.609
N (0.190, -1.527, 3.441)  -0.183
C (-0.921, -2.017, 4.049)  0.376
C (-2.140, -2.190, 3.288)  -0.233
C (-3.415, -2.509, 3.688)  -0.295
S (-4.523, -2.296, 2.348)  -0.037
C (-3.249, -1.769, 1.329)  -0.065
N (-2.054, -1.841, 1.938)  0.029
H (-1.373, -2.374, 6.073)  0.257
H (0.766, -1.458, 7.761)  0.402
H (2.921, -0.088, 7.621)  0.400
H (3.863, 0.558, 5.421)  0.413
H (2.692, -0.203, 3.278)  0.430
H (-3.646, -2.822, 4.696)  0.413
H (-3.367, -1.491, 0.280)  0.286

- Which formula does entry 1 have?
  C28H27N2PtTe